<1>
A 2-piece molecular cluster, CH3N2O3S overall, computed with ωB97M-V/def2-TZVPD.

Output
charge = -1

XYZ file:
```
10
Properties=species:S:1:pos:R:3:lowdin_charge:R:1
C -0.7852 1.4013 0.1718 -0.8012
N 1.2201 -0.7691 -0.3561 -0.1549
N -0.5158 -0.2475 0.4029 -0.5037
O -0.7149 1.6553 -0.9840 0.0008
O -0.7985 1.9231 1.2414 0.0289
O 2.3041 -0.5400 0.2637 -0.1609
S -1.5529 -1.2570 -0.4319 0.3511
H 0.7417 -1.7171 -0.5444 0.0544
H 0.8442 -0.0230 -1.1247 0.1595
H -0.7428 -0.4260 1.3612 0.0262
```

<2>
An isolated ion of composition CH3N2O3S and charge -1, computed with ωB97M-V/def2-TZVPD.

Output
charge = -1

XYZ file:
```
10
Properties=species:S:1:pos:R:3:lowdin_charge:R:1
O 2.5022 0.3851 0.6273 -0.0850
C 1.4193 0.2859 0.0301 -0.8109
O 0.7977 1.1422 -0.6013 -0.0630
N 0.8220 -1.0743 0.1667 -0.1257
N -0.4354 -1.3175 -0.2942 -0.2792
S -1.9044 -0.1654 0.5016 0.6940
O -2.1630 1.2265 -0.3683 -0.5922
H 1.1275 -1.6131 1.0908 0.1614
H -0.5443 -0.8260 -1.2275 0.0569
H -1.6215 1.9567 0.0750 0.0436
```

Calculated relative energies: <1> 186.5; <2> 0.0, given in kJ/mol

<1>
A 2-piece molecular cluster, C4H12OS2 overall, computed with ωB97M-V/def2-TZVPD.

XYZ file:
```
19
Properties=species:S:1:pos:R:3:lowdin_charge:R:1
C -1.3148 -1.9993 -1.2551 -0.1817
C -0.3270 -1.3655 -2.2229 -0.6277
S 1.0157 -0.4544 -1.4244 0.4868
S 0.0512 1.2131 -0.7419 0.5023
C -0.4135 0.7325 0.9284 -0.6415
C -1.0408 1.8820 1.7108 -0.1749
H -1.9577 -2.6938 -1.8074 0.0710
H -1.9992 -1.2485 -0.8542 0.0583
H -0.8184 -2.5176 -0.4420 0.0664
H -0.8586 -0.6766 -2.8801 0.0608
H 0.1440 -2.1267 -2.8387 0.0607
H -1.0677 -0.1310 1.0425 0.0630
H 0.5049 0.4862 1.4563 0.0481
H -0.8808 1.7970 2.7730 0.0579
H -2.1138 1.9648 1.4941 0.0704
H -0.6631 2.8440 1.3314 0.0611
O 0.9623 -0.2266 4.1032 -0.0632
H 0.1459 -0.5362 4.5280 0.0424
H 1.5574 -0.1408 4.8623 0.0398
```

<2>
A 2-piece molecular cluster, C4H12OS2 overall, computed with ωB97M-V/def2-TZVPD.

XYZ file:
```
19
Properties=species:S:1:pos:R:3:lowdin_charge:R:1
C 2.2602 -1.3131 -0.1648 -0.1516
C 1.2022 -2.0964 -1.1066 -0.5612
S -0.0135 -0.8140 -1.6483 0.4529
S -1.5464 -1.3379 -0.3768 0.4680
C -2.1354 0.4354 -0.0309 -0.5467
C -1.8660 1.0067 1.4589 -0.1125
H 1.6640 -0.5004 0.2460 0.0202
H 3.1231 -0.8983 -0.6178 0.0373
H 2.5319 -2.1145 0.6336 0.0956
H 0.6987 -2.7886 -0.4243 0.0286
H 1.4693 -2.7300 -1.9745 0.0630
H -1.6116 1.0526 -0.8167 0.0237
H -3.1989 0.6945 -0.2861 0.0688
H -0.8269 1.3584 1.3923 0.0454
H -1.8988 0.1757 2.0810 0.0299
H -2.4791 1.8167 1.6117 0.0372
O 0.6681 3.0004 0.1248 -0.0490
H 0.7000 2.6342 -0.7380 0.0049
H 1.2591 2.4185 0.6365 0.0456
```

<3>
A 2-piece molecular cluster, C4H12OS2 overall, computed with ωB97M-V/def2-TZVPD.

XYZ file:
```
19
Properties=species:S:1:pos:R:3:lowdin_charge:R:1
C 2.2161 0.3598 0.5502 -0.1915
C 1.9271 1.8676 0.7925 -0.5307
S 0.2259 2.4398 0.0603 0.4361
S -1.0040 1.1263 0.9781 0.4794
C -1.5253 -0.0217 -0.3176 -0.6072
C -2.8103 -0.7413 0.1130 -0.1438
H 3.0451 0.1992 1.1882 0.0485
H 1.3901 -0.1169 1.1457 0.0427
H 2.2579 -0.0080 -0.4774 0.0717
H 1.8750 2.0645 1.8992 0.0743
H 2.7682 2.4155 0.2607 0.0809
H -0.7083 -0.6237 -0.4782 -0.0127
H -1.6826 0.5234 -1.2303 0.0683
H -3.1155 -1.4533 -0.6489 0.0753
H -2.4803 -1.4718 0.8705 0.0803
H -3.5050 -0.0380 0.4557 0.0462
O 0.3887 -2.3658 -2.0413 -0.0664
H -0.3867 -1.8351 -1.6631 0.0451
H 1.1238 -2.3205 -1.4574 0.0035
```

Calculated relative energies: <1> 0.0; <2> 130.6; <3> 80.6, given in kJ/mol

<1>
One molecule with the formula C3H3FO, computed with ωB97M-V/def2-TZVPD.

XYZ file:
```
8
Properties=species:S:1:pos:R:3:lowdin_charge:R:1
O -1.6310 -1.3156 -0.2303 -0.0576
C -1.3330 -0.0899 0.0573 -0.2059
C 0.0636 0.4085 -0.3834 -0.0795
C 1.3129 -0.1155 -0.1077 -0.1268
F 1.2443 -1.4465 -0.0131 0.0191
H -2.2637 0.6531 0.6601 0.1882
H 0.3003 1.5964 -0.0883 0.1370
H 2.3066 0.3096 0.1055 0.1255
```

<2>
One molecule with the formula C3H3FO, computed with ωB97M-V/def2-TZVPD.

XYZ file:
```
8
Properties=species:S:1:pos:R:3:lowdin_charge:R:1
O 1.3534 -1.4028 0.1373 0.0517
C 1.1932 -0.2151 -0.0718 -0.3275
C 0.0246 0.5266 0.0243 -0.0675
C -1.1529 -0.1175 0.0915 -0.1897
F -1.4208 -1.3184 -0.1196 0.1609
H 2.0163 0.3969 -0.4435 0.1086
H 0.0082 1.6182 -0.1059 0.1184
H -2.0219 0.5122 0.4878 0.1450
```

Calculated relative energies: <1> 161.8; <2> 0.0, given in kJ/mol

<1>
One molecule with the formula C4H6BrI, computed with ωB97M-V/def2-TZVPD.

XYZ file:
```
12
Properties=species:S:1:pos:R:3:lowdin_charge:R:1
C -1.1264 -1.1017 1.4572 0.0319
C -0.9171 -0.2329 0.4839 -0.2876
C 0.0175 -0.4539 -0.6385 -0.6912
Br -0.9026 -1.2297 -2.2938 0.5927
C 0.8224 0.8022 -1.2385 -0.6208
I 2.3297 1.6910 0.1197 0.6607
H -1.9635 -0.9544 2.1888 0.0915
H -0.2994 -1.8044 1.4622 0.0677
H -1.5879 0.5974 0.3668 0.0992
H 0.4606 -1.3794 -0.3616 0.0416
H 1.3301 0.5641 -2.1326 -0.0019
H 0.1529 1.5900 -1.4556 0.0160
```

<2>
A 2-piece molecular cluster, C4H6BrI overall, computed with ωB97M-V/def2-TZVPD.

XYZ file:
```
12
Properties=species:S:1:pos:R:3:lowdin_charge:R:1
C 0.4748 -1.9799 -1.3222 -0.1036
C -0.4978 -1.7529 -0.2789 -0.2735
C -1.3469 -1.2775 0.4321 -0.5986
I -2.7271 -0.9437 2.0344 0.7154
H 1.3263 -1.1993 -1.1206 0.1281
H 0.0553 -1.5981 -2.2189 0.0636
H 0.5147 -3.0214 -1.3391 0.0563
C 0.3666 2.4713 0.6549 -0.5740
Br 1.1994 1.2646 1.8482 0.5522
H -0.6300 2.6666 1.0021 0.0029
H 0.8453 3.4914 0.5441 0.0494
H 0.4195 1.8790 -0.2360 -0.0182
```

Calculated relative energies: <1> 0.0; <2> 172.6, given in kJ/mol

<1>
One molecule with the formula CH2F2N2, computed with ωB97M-V/def2-TZVPD.

XYZ file:
```
7
Properties=species:S:1:pos:R:3:lowdin_charge:R:1
C 0.0325 0.1521 -0.0479 0.0820
N 0.0163 1.5626 -0.1872 -0.1241
N 0.7514 2.7230 -0.2845 0.0597
F -1.3228 1.9109 -0.6201 -0.0493
F -0.0466 3.7281 -0.7367 -0.0709
H -0.8445 -0.3724 -0.4913 0.0853
H 0.6581 -0.2791 0.6300 0.0171
```

<2>
One molecule with the formula CH2F2N2, computed with ωB97M-V/def2-TZVPD.

XYZ file:
```
7
Properties=species:S:1:pos:R:3:lowdin_charge:R:1
C 0.0416 0.0645 -0.5122 -0.2556
N 0.3410 -0.9667 0.4482 0.0616
N -0.5025 0.8389 0.6065 0.0936
F 1.5683 -0.9835 1.0575 -0.0551
F -1.8782 0.7493 0.5739 -0.0765
H 0.9721 0.5959 -0.8748 0.1358
H -0.5424 -0.2984 -1.2992 0.0961
```

Calculated relative energies: <1> 67.7; <2> 0.0, given in kJ/mol

<1>
A 2-piece molecular cluster, CO4S overall, computed with ωB97M-V/def2-TZVPD.

XYZ file:
```
6
Properties=species:S:1:pos:R:3:lowdin_charge:R:1
C 2.7758 0.1674 0.0299 -0.4368
O 3.6428 -0.2921 -0.5572 0.2240
O -3.8507 -0.7623 0.1905 -0.4497
O 1.9067 0.7297 0.5269 0.2121
O -2.0172 0.5189 -0.6045 -0.4334
S -2.4575 -0.3617 0.4143 0.8838
```

<2>
A 2-piece molecular cluster, CO4S overall, computed with ωB97M-V/def2-TZVPD.

XYZ file:
```
6
Properties=species:S:1:pos:R:3:lowdin_charge:R:1
C 1.3288 -0.1980 0.2160 -0.3798
O 2.2121 -0.1694 -0.5011 0.2680
O -1.6156 -0.8928 -0.7413 -0.4016
O 0.4755 -0.2144 1.0415 0.0423
O -2.1224 1.3876 -0.1360 -0.3944
S -1.7325 0.0898 0.2876 0.8653
```

<3>
A 2-piece molecular cluster, CO4S overall, computed with ωB97M-V/def2-TZVPD.

XYZ file:
```
6
Properties=species:S:1:pos:R:3:lowdin_charge:R:1
C 0.4923 2.0860 -0.0018 -0.4100
O 0.7301 1.4108 -0.9519 0.1559
O -0.2610 -1.6809 1.1872 -0.4400
O -1.1238 -2.1469 -1.0815 -0.4157
O 0.2557 2.5742 0.9867 0.2488
S -0.0933 -2.2432 -0.1387 0.8611
```

Calculated relative energies: <1> 5.8; <2> 24.2; <3> 0.0, given in kJ/mol